Molecular formula: C33H62B2N7O11S
Method: DFT, the ωB97M-V functional and the def2-TZVPD basis

```
116
Properties=species:S:1:pos:R:3:forces:R:3
C -3.601 4.783 1.102 0.170 -0.164 0.279
C -2.456 5.237 0.207 -0.131 1.101 0.073
O -2.270 4.418 -0.956 0.214 -0.464 0.657
B -1.775 3.162 -0.723 -0.211 -0.437 -0.371
O -2.024 2.208 -1.731 -0.544 0.403 0.339
C -1.007 2.672 0.565 0.512 -0.752 0.628
O -1.737 1.744 1.380 -0.215 0.383 -0.832
B -0.738 1.558 2.503 -1.411 -0.532 0.058
C -1.112 0.135 3.232 0.932 0.749 0.433
C -0.185 -0.013 4.468 -1.255 -0.560 -1.522
C -0.163 -1.480 4.934 0.916 0.544 -0.039
O -0.692 0.885 5.455 0.547 -0.356 0.315
C 0.225 1.113 6.505 0.010 0.302 -0.128
C 0.748 2.539 6.533 -0.497 -0.423 0.272
C 1.511 3.097 5.528 0.300 -0.706 -1.003
C 1.988 4.380 5.621 0.411 0.374 -0.299
C 1.708 5.144 6.734 0.242 0.792 0.180
C 0.923 4.622 7.735 -0.010 0.268 0.431
C 0.452 3.333 7.621 -0.492 -0.159 0.784
O 0.593 1.644 1.828 -0.121 -0.148 -0.154
C 0.335 1.867 0.411 -0.011 0.286 2.549
C 0.276 0.445 -0.137 0.798 -0.017 -1.557
C 0.473 0.322 -1.680 0.062 0.054 0.729
S 2.071 -0.466 -2.147 0.081 -0.394 0.347
C 3.204 0.422 -1.133 -0.720 0.378 -0.841
N 3.502 1.656 -1.348 0.300 -0.012 0.082
N 4.403 1.991 -0.363 0.312 1.373 0.038
C 4.581 0.975 0.379 -0.310 -0.184 -0.612
O 3.852 -0.084 -0.069 0.199 -0.697 0.803
H -3.582 5.372 2.025 0.031 -0.025 -0.184
H -3.546 3.732 1.414 0.140 0.075 -0.324
H -4.545 5.035 0.616 0.024 -0.443 0.053
H -2.719 6.235 -0.163 0.035 -0.203 -0.050
H -1.540 5.396 0.788 0.021 -0.506 -0.206
H -2.509 1.512 -1.264 0.465 -0.288 -0.169
H -0.713 3.435 1.311 0.038 0.526 -0.818
H -0.955 2.486 3.281 0.434 0.187 0.177
H -0.977 -0.717 2.546 -0.016 0.060 0.192
H -2.151 0.165 3.593 0.131 -0.132 -0.117
H 0.806 0.319 4.113 0.048 -0.180 0.490
H 0.426 -2.042 4.196 -0.133 0.029 0.140
H -1.164 -1.918 4.956 0.071 0.200 0.284
H 0.372 -1.552 5.892 -0.354 -0.336 -0.020
H -0.295 0.930 7.457 0.232 -0.102 -0.098
H 1.087 0.435 6.415 -0.186 0.015 0.166
H 1.753 2.529 4.631 -0.182 -0.026 0.143
H 2.604 4.783 4.823 -0.106 -0.036 0.052
H 2.106 6.152 6.832 -0.059 -0.108 -0.095
H 0.685 5.200 8.624 0.031 0.009 -0.156
H -0.171 2.951 8.430 0.078 -0.116 -0.189
H 1.193 2.493 0.130 -0.237 -0.350 -0.836
H 1.109 -0.094 0.330 -0.228 0.143 0.129
H -0.627 -0.095 0.155 -0.047 0.469 0.145
H -0.284 -0.363 -2.072 0.232 0.215 -0.338
H 0.431 1.289 -2.181 -0.164 -0.189 -0.008
H 5.244 0.946 1.229 -0.224 -0.514 0.017
C 7.164 -3.380 -3.504 0.046 0.024 0.011
O 7.787 -4.331 -3.945 -0.064 -0.045 0.010
N 5.830 -3.338 -3.349 0.161 0.120 0.046
C 5.149 -2.172 -2.816 -0.081 -0.277 -0.092
C 5.046 -4.501 -3.730 0.285 0.170 0.069
H 7.666 -2.450 -3.187 -0.027 0.015 0.003
H 4.609 -2.450 -1.908 -0.067 0.148 -0.003
H 4.439 -1.796 -3.554 -0.050 0.107 0.110
H 5.864 -1.386 -2.578 0.043 -0.043 -0.027
H 5.376 -5.365 -3.149 -0.087 -0.069 -0.072
H 5.205 -4.713 -4.788 -0.071 -0.078 0.016
H 3.992 -4.324 -3.550 0.032 0.055 0.012
C -5.670 7.501 0.306 0.070 -0.005 -0.076
O -4.644 7.308 0.929 -0.294 0.603 0.046
N -6.795 8.043 0.811 -0.090 0.008 -0.174
C -7.986 8.236 0.008 0.008 0.058 0.327
C -6.808 8.444 2.207 0.219 -0.116 -0.080
H -5.764 7.228 -0.761 -0.040 0.019 -0.005
H -8.243 9.298 -0.018 -0.071 -0.020 -0.086
H -8.816 7.675 0.442 -0.051 -0.015 -0.145
H -7.820 7.887 -1.009 0.039 -0.042 0.034
H -6.031 9.190 2.381 -0.024 -0.014 0.104
H -6.602 7.579 2.838 -0.001 0.072 0.081
H -7.779 8.860 2.464 -0.017 -0.025 -0.076
C 3.193 -6.767 -5.409 0.097 0.059 0.025
O 2.701 -6.064 -4.547 -0.215 -0.180 -0.086
N 2.509 -7.392 -6.385 0.109 -0.061 -0.075
C 3.166 -8.216 -7.380 -0.276 0.071 0.052
C 1.066 -7.232 -6.437 0.109 0.121 0.192
H 4.280 -6.950 -5.458 -0.001 0.012 -0.104
H 2.974 -7.812 -8.376 0.078 -0.089 -0.046
H 2.779 -9.236 -7.325 0.102 -0.037 -0.085
H 4.241 -8.238 -7.207 -0.019 0.021 0.053
H 0.818 -6.176 -6.550 -0.100 -0.033 0.015
H 0.624 -7.591 -5.507 -0.090 0.039 -0.041
H 0.660 -7.794 -7.274 0.078 -0.019 -0.008
C 6.221 -10.643 -3.318 0.036 -0.058 -0.026
O 5.498 -11.120 -4.174 -0.045 0.079 0.001
N 5.988 -9.488 -2.669 0.159 -0.038 0.122
C 6.892 -8.972 -1.659 -0.237 0.125 -0.127
C 4.790 -8.734 -2.994 0.030 -0.258 -0.051
H 7.154 -11.138 -3.000 0.008 0.031 0.030
H 6.363 -8.877 -0.708 0.112 0.039 0.052
H 7.261 -7.991 -1.964 0.073 0.000 0.109
H 7.739 -9.644 -1.527 -0.031 -0.032 -0.046
H 3.911 -9.350 -2.804 -0.072 0.104 -0.056
H 4.806 -8.472 -4.050 -0.085 0.020 0.021
H 4.737 -7.828 -2.395 0.062 -0.019 0.004
C -7.786 4.123 -0.146 0.047 0.065 0.003
O -8.880 4.652 -0.032 -0.037 -0.055 0.000
N -7.566 2.796 -0.165 0.141 0.109 -0.061
C -6.229 2.244 -0.306 -0.248 -0.104 0.062
C -8.698 1.897 -0.041 -0.051 0.260 0.012
H -6.860 4.713 -0.247 0.030 -0.051 0.007
H -6.182 1.625 -1.204 0.116 -0.016 0.027
H -5.998 1.634 0.569 0.174 -0.010 -0.065
H -5.497 3.045 -0.385 -0.005 -0.013 0.022
H -9.401 2.077 -0.857 -0.066 -0.071 0.052
H -9.213 2.083 0.903 -0.073 -0.076 -0.036
H -8.358 0.865 -0.073 0.074 0.039 -0.002
```
Positions in Å, forces in eV/Å.

- Highest occupied orbital energy: -4.36 eV
- LUMO level: 0.068 hartree
- Electronic energy: -2953.58250 a.u.
- Frontier orbital gap: 0.228 hartree
- Molecular weight: 786.59 g/mol
- Net charge: -1

These are the Mulliken partial charges, in e, on atoms 1 to 2: -0.216 -0.173